No. 1
{"formula": "C24H29F3Ge2N2OPd", "method": "wB97M-V/def2-TZVPD", "species": ["Pd", "C", "C", "O", "N", "C", "C", "C", "C", "C", "C", "N", "H", "H", "H", "H", "H", "H", "H", "H", "H", "H", "C", "Ge", "C", "C", "Ge", "C", "C", "C", "C", "C", "C", "C", "C", "C", "C", "C", "C", "H", "H", "H", "H", "H", "H", "H", "H", "H", "H", "H", "H", "H", "H", "H", "H", "H", "H", "H", "F", "C", "F", "F"], "coordinates": [[0.4015, 1.3203, 1.1226], [-1.0648, 4.5179, 2.3335], [-1.5160, 3.3882, 1.4431], [-1.7056, 2.2656, 1.8971], [-1.7778, 3.7141, 0.1452], [-1.9138, 2.7020, -0.8921], [-0.7492, 2.8107, -1.8436], [-0.8941, 3.4149, -3.0888], [0.2306, 3.5768, -3.8853], [1.4537, 3.1385, -3.4131], [1.5001, 2.5415, -2.1556], [0.4255, 2.3801, -1.3973], [-0.5200, 4.0840, 3.1670], [-1.9413, 5.0457, 2.7155], [-0.4249, 5.2300, 1.8121], [-1.4399, 4.6156, -0.1506], [-2.8580, 2.8120, -1.4278], [-1.9119, 1.7250, -0.4058], [-1.8713, 3.7419, -3.4218], [0.1493, 4.0420, -4.8604], [2.3594, 3.2477, -3.9946], [2.4301, 2.1770, -1.7312], [-1.6406, -1.4785, 3.5473], [-0.1613, -2.3475, 2.5703], [1.4051, -2.1296, 3.7449], [-0.5838, -4.2683, 2.5579], [0.2478, -1.0029, 0.5753], [1.7184, -1.8960, -0.4283], [2.2559, -1.2806, -1.5628], [3.2907, -1.8527, -2.2918], [3.8374, -3.0648, -1.8891], [3.3346, -3.6897, -0.7564], [2.2898, -3.1113, -0.0431], [-1.3152, -1.3298, -0.6479], [-1.2979, -0.7971, -1.9436], [-2.3930, -0.8811, -2.7947], [-3.5628, -1.4974, -2.3651], [-3.6110, -2.0325, -1.0847], [-2.5027, -1.9519, -0.2472], [-1.6446, -1.7989, 4.5930], [-2.6174, -1.6994, 3.1122], [-1.4886, -0.3980, 3.5058], [1.2127, -2.5764, 4.7244], [1.5916, -1.0609, 3.8688], [2.3083, -2.5750, 3.3244], [-0.7111, -4.6024, 3.5912], [0.2171, -4.8511, 2.0993], [-1.5059, -4.4682, 2.0089], [1.8682, -0.3163, -1.8761], [3.6806, -1.3453, -3.1675], [4.6515, -3.5122, -2.4470], [3.7566, -4.6321, -0.4250], [1.9133, -3.6251, 0.8355], [-0.4027, -0.2954, -2.2990], [-2.3345, -0.4612, -3.7934], [-4.4233, -1.5618, -3.0206], [-4.5151, -2.5194, -0.7355], [-2.5722, -2.3838, 0.7461], [2.6555, 2.1401, 2.7844], [2.3951, 1.6004, 1.5209], [3.2586, 0.5316, 1.4667], [3.0330, 2.5308, 0.6732]], "s2": 0.76, "total_charge": -1, "gap_ev": [5.08, 6.11], "spin_multiplicity": 2}



No. 2
{"formula": "C24H29F9InNO23P", "method": "wB97M-V/def2-TZVPD", "species": ["C", "In", "C", "C", "F", "C", "P", "O", "O", "O", "N", "C", "O", "F", "C", "O", "F", "H", "H", "H", "H", "H", "H", "H", "H", "H", "H", "H", "C", "C", "O", "C", "O", "O", "F", "H", "H", "H", "C", "C", "O", "C", "O", "O", "F", "H", "H", "H", "C", "C", "O", "C", "O", "O", "F", "H", "H", "H", "C", "C", "O", "C", "O", "O", "F", "H", "H", "H", "C", "C", "O", "C", "O", "O", "F", "H", "H", "H", "C", "C", "O", "C", "O", "O", "F", "H", "H", "H"], "coordinates": [[-3.0421, -5.8886, 4.5912], [-1.9197, -4.8261, 3.0172], [-1.5894, -2.7377, 3.6010], [-0.6733, -1.9336, 2.7027], [-1.1379, -0.5946, 2.5782], [-3.0987, -4.9518, 1.1318], [-2.1573, -4.6389, -0.2919], [-1.3933, -3.3817, -0.3376], [-1.2191, -5.9213, -0.4436], [-3.1278, -4.7064, -1.5852], [-0.0111, -5.9458, 2.8837], [-0.2026, -7.3204, 2.9374], [-0.7858, -8.0583, 2.2189], [0.3756, -7.8120, 4.0642], [0.8568, -5.4771, 1.9647], [1.2475, -4.3573, 1.8175], [1.3664, -6.4619, 1.1518], [-2.3677, -6.2884, 5.3481], [-3.5998, -6.7130, 4.1462], [-3.7302, -5.1696, 5.0340], [-2.5627, -2.2406, 3.6113], [-1.2182, -2.7479, 4.6281], [0.3353, -1.8762, 3.1162], [-0.6050, -2.3243, 1.6883], [-3.5786, -5.9315, 1.0610], [-3.8800, -4.1907, 1.2002], [-0.3354, -5.6323, -0.7091], [-3.8872, -5.2735, -1.4064], [-0.7884, -0.8305, -1.9542], [0.2276, -0.6492, -3.0561], [-0.5804, -0.7166, -4.2310], [-1.8250, -0.3064, -3.8922], [-2.6677, -0.0013, -4.6815], [-1.9700, -0.2527, -2.5612], [1.1414, -1.6504, -3.0962], [-0.9650, -1.8829, -1.7306], [-0.5414, -0.3036, -1.0381], [0.7457, 0.3053, -3.0372], [4.6052, 2.7085, -1.8463], [3.8700, 3.8282, -2.5570], [2.5909, 3.2454, -2.7814], [2.3873, 2.3013, -1.8301], [1.3428, 1.7925, -1.5845], [3.5402, 2.0229, -1.1859], [4.4349, 4.1421, -3.7431], [5.0787, 2.0411, -2.5678], [5.3342, 3.0537, -1.1196], [3.7450, 4.7360, -1.9728], [-2.8014, 2.8146, -2.9713], [-4.2248, 2.7838, -2.4544], [-4.4173, 4.1190, -2.0074], [-3.5741, 4.9269, -2.7043], [-3.6392, 6.1118, -2.7236], [-2.6689, 4.1876, -3.3760], [-4.3979, 1.9428, -1.4141], [-2.0921, 2.6018, -2.1708], [-2.6367, 2.1510, -3.8112], [-4.9743, 2.5570, -3.2143], [3.7642, 8.3181, 0.9219], [4.3179, 6.9237, 1.1399], [4.1279, 6.3208, -0.1304], [4.0829, 7.3050, -1.0750], [4.1249, 7.1035, -2.2422], [3.9830, 8.5101, -0.4838], [3.6275, 6.2237, 2.0635], [2.6928, 8.3345, 1.1249], [4.2683, 9.0845, 1.4986], [5.3786, 6.8925, 1.3927], [-1.6556, -7.3822, -4.6073], [-2.7720, -6.7433, -5.4094], [-3.9278, -7.2882, -4.8091], [-3.6200, -7.6206, -3.5185], [-4.4191, -7.8701, -2.6821], [-2.2822, -7.6000, -3.3459], [-2.7374, -7.0963, -6.7196], [-1.3692, -8.3405, -5.0440], [-0.7818, -6.7489, -4.4875], [-2.8159, -5.6554, -5.3424], [3.3367, 7.4932, 6.9100], [2.8876, 6.4600, 5.8922], [3.0993, 7.1426, 4.6686], [4.0670, 8.0694, 4.8532], [4.6266, 8.6435, 3.9759], [4.3125, 8.2373, 6.1699], [1.5816, 6.1474, 6.0117], [2.5060, 8.1471, 7.1776], [3.7858, 7.0716, 7.8035], [3.4719, 5.5386, 5.8874]], "total_charge": -1, "gap_ev": 7.24}



No. 3
{"formula": "C24H29N3O4S", "method": "wB97M-V/def2-TZVPD", "species": ["C", "C", "O", "N", "C", "C", "C", "C", "C", "C", "S", "O", "O", "N", "C", "C", "C", "C", "C", "O", "N", "C", "C", "C", "C", "C", "C", "C", "C", "C", "C", "C", "H", "H", "H", "H", "H", "H", "H", "H", "H", "H", "H", "H", "H", "H", "H", "H", "H", "H", "H", "H", "H", "H", "H", "H", "H", "H", "H", "H", "H"], "coordinates": [[-2.3830, -3.9995, -0.5987], [-1.3130, -2.9406, -0.7237], [-1.5874, -1.7993, -1.0482], [-0.0286, -3.3276, -0.4708], [0.3449, -4.5305, 0.2472], [0.7327, -4.1418, 1.6737], [1.9800, -3.2630, 1.6274], [1.9317, -2.2615, 0.5053], [2.8371, -1.2078, 0.4778], [2.8285, -0.3024, -0.5621], [3.7616, 1.2227, -0.4199], [3.9703, 1.7307, -1.7420], [4.8928, 1.0055, 0.4345], [2.7417, 2.2678, 0.3628], [2.7164, 2.2936, 1.8039], [1.5654, 1.4696, 2.3856], [0.2430, 1.9037, 1.7586], [0.3192, 1.7538, 0.2351], [-0.9777, 2.2603, -0.3915], [-1.2721, 3.4398, -0.3977], [-1.7476, 1.3011, -0.9359], [-3.0494, 1.5980, -1.5039], [-4.1571, 1.2068, -0.5587], [-4.9097, 2.1696, 0.0980], [-5.9102, 1.7953, 0.9789], [-6.1615, 0.4551, 1.2162], [-5.4055, -0.5111, 0.5729], [-4.4089, -0.1374, -0.3103], [1.4967, 2.5944, -0.2845], [1.9852, -0.4697, -1.6450], [1.0698, -1.5031, -1.6300], [0.9998, -2.3599, -0.5332], [-3.3163, -3.5767, -0.9619], [-2.1367, -4.8772, -1.1913], [-2.5188, -4.2908, 0.4410], [1.2036, -4.9801, -0.2621], [-0.4722, -5.2476, 0.2446], [-0.0962, -3.5929, 2.1261], [0.9189, -5.0332, 2.2729], [2.8626, -3.8923, 1.4744], [2.1175, -2.7458, 2.5788], [3.5544, -1.0751, 1.2737], [3.6848, 1.9208, 2.1384], [2.6116, 3.3381, 2.1193], [1.5357, 1.6095, 3.4672], [1.7311, 0.4098, 2.1806], [0.0394, 2.9493, 1.9980], [-0.5798, 1.3001, 2.1495], [0.4631, 0.7005, -0.0149], [-1.5061, 0.3223, -0.8613], [-3.1473, 1.0513, -2.4468], [-3.0742, 2.6727, -1.6962], [-4.7076, 3.2154, -0.0804], [-6.4940, 2.5517, 1.4828], [-6.9431, 0.1633, 1.9027], [-5.5975, -1.5583, 0.7603], [-3.8102, -0.8853, -0.8086], [1.6465, 2.4523, -1.3547], [1.2667, 3.6508, -0.1056], [2.0490, 0.2179, -2.4720], [0.3849, -1.6349, -2.4513]], "total_charge": 0, "gap_ev": 9.23, "relative_energy_kj_mol": 95.9}



No. 4
{"formula": "C24H29N3O6S", "method": "wB97M-V/def2-TZVPD", "species": ["C", "C", "O", "C", "C", "C", "C", "O", "C", "C", "C", "N", "C", "O", "C", "N", "C", "C", "C", "C", "C", "C", "C", "S", "O", "O", "C", "C", "C", "N", "O", "C", "C", "C", "H", "H", "H", "H", "H", "H", "H", "H", "H", "H", "H", "H", "H", "H", "H", "H", "H", "H", "H", "H", "H", "H", "H", "H", "H", "H", "H", "H", "H"], "coordinates": [[-0.0837, -3.1303, 5.3376], [1.4251, -3.3480, 5.2734], [1.8280, -4.0972, 4.1424], [1.8426, -3.5121, 2.9144], [2.1758, -4.3465, 1.8502], [2.2245, -3.8615, 0.5561], [1.9409, -2.5306, 0.2965], [1.8941, -1.9520, -0.9462], [2.4518, -2.6312, -2.0526], [2.3535, -1.6901, -3.2444], [1.6377, -1.6761, 1.3698], [1.4348, -0.3243, 1.0652], [0.8914, 0.6329, 1.8396], [0.4147, 0.4760, 2.9463], [0.9307, 2.0182, 1.1698], [0.1641, 2.0847, -0.0589], [-1.1671, 2.5210, -0.0379], [-1.6717, 3.3034, -1.0712], [-3.0057, 3.6673, -1.0769], [-3.8624, 3.2832, -0.0535], [-5.3117, 3.6613, -0.0783], [-3.3397, 2.5294, 0.9901], [-2.0128, 2.1445, 1.0040], [1.0128, 2.0501, -1.4920], [2.1273, 1.1710, -1.2647], [1.3303, 3.3632, -1.9769], [-0.1095, 1.2906, -2.6237], [-0.9382, 0.1422, -2.4439], [-1.0945, -0.7043, -1.2436], [-1.5807, -0.1063, -3.5511], [-1.2140, 0.8244, -4.4691], [-0.3308, 1.6666, -3.9257], [0.2170, 2.7652, -4.7491], [1.5836, -2.1681, 2.6647], [-0.4235, -2.5057, 4.5160], [-0.5965, -4.0875, 5.2820], [-0.3401, -2.6450, 6.2752], [1.9570, -2.3900, 5.3125], [1.7482, -3.9573, 6.1226], [2.3925, -5.3824, 2.0544], [2.4781, -4.5345, -0.2472], [1.8990, -3.5600, -2.2504], [3.5002, -2.8822, -1.8433], [2.9195, -2.0872, -4.0818], [2.7480, -0.7164, -2.9633], [1.3147, -1.5697, -3.5420], [1.7658, -0.0462, 0.1401], [1.9681, 2.2560, 0.9205], [0.5534, 2.7584, 1.8814], [-1.0111, 3.6525, -1.8477], [-3.3821, 4.2741, -1.8877], [-5.6992, 3.7766, 0.9311], [-5.4611, 4.5902, -0.6232], [-5.8911, 2.8820, -0.5745], [-3.9815, 2.2311, 1.8061], [-1.6318, 1.5566, 1.8245], [-0.1419, -1.1754, -1.0100], [-1.8408, -1.4682, -1.4422], [-1.4037, -0.1056, -0.3900], [0.7960, 3.4325, -4.1172], [0.8581, 2.3584, -5.5301], [-0.5950, 3.3070, -5.2305], [1.3424, -1.4784, 3.4540]], "total_charge": 0, "gap_ev": 8.38, "relative_energy_kj_mol": 223.0}